1.
C53H108N11O3 | ωB97M-V with the def2-TZVPD basis set

The calculation puts the lowest unoccupied orbital energy at -10.4 eV. As for the net charge: +5. The calculated total energy is -2910.38175 Ha. For the orbital gap, the calculation gives 3.398 eV. For the HOMO energy, the calculation gives -13.77 eV. For the relative energy (zero: lowest compared OMol25 entry of this formula, charge and spin), the calculation gives 0.0 kJ/mol.

Cartesian coordinates (Å):
C 1.0285 0.9789 -1.9810
C 0.1348 1.2223 -0.7306
C -1.0315 0.2228 -0.9513
O 0.8534 1.0153 0.4553
H 0.5596 1.4145 -2.8692
H 1.3541 -0.0517 -2.0976
H 1.9317 1.5917 -1.9035
H -0.3822 2.1936 -0.7365
H -1.7869 0.3589 -0.1686
H -0.6982 -0.8196 -0.8919
H -1.4935 0.3465 -1.9336
C 1.8861 4.6618 -2.1364
C 3.1447 4.2052 -1.4211
N 3.1965 4.6368 -0.0414
C 2.8042 3.8963 1.0274
C 3.1817 4.5141 2.1921
N 3.7478 5.7176 1.7803
C 3.8326 5.7162 0.4534
C 4.0385 6.8570 2.6474
H 1.8890 4.4861 -3.2162
H 1.8489 5.7513 -2.0847
H 0.9952 4.1262 -1.8117
H 4.0369 4.5045 -1.9713
H 3.2298 3.1184 -1.4295
H 2.2221 3.0027 0.7991
H 3.0392 4.3649 3.2462
H 4.3282 6.4862 -0.1180
H 5.1059 7.0399 2.7197
H 3.6042 6.7447 3.6396
H 3.4057 7.6472 2.2417
C -4.5183 -0.6796 -2.5941
C -5.6061 -1.6821 -2.1251
N -5.0663 -2.7029 -1.2297
C -4.2439 -3.7233 -1.6406
C -3.9482 -4.4552 -0.5188
N -4.7113 -3.9481 0.5034
C -5.3430 -2.8552 0.0603
C -4.7850 -4.4261 1.8846
H -4.7198 -0.3864 -3.6217
H -3.5201 -1.1212 -2.5572
H -4.4623 0.1998 -1.9537
H -6.0303 -2.1173 -3.0274
H -6.3997 -1.0875 -1.6782
H -3.8336 -3.8442 -2.6277
H -3.2732 -5.2878 -0.4270
H -6.0568 -2.2836 0.6311
H -3.9703 -5.1009 2.1245
H -5.7135 -4.9874 1.9976
H -4.8610 -3.5532 2.5283
C 0.4916 2.1992 7.9422
C 1.1713 1.2801 6.9072
N 0.5487 1.3560 5.5711
C 0.9486 2.2790 4.6347
C 0.2742 1.9706 3.4965
N -0.6201 0.9562 3.7829
C -0.4329 0.6244 5.0612
C -1.6095 0.4552 2.8501
H -0.4755 1.7686 8.1849
H 0.4407 3.2469 7.6489
H 1.1786 2.2177 8.7894
H 1.0551 0.2581 7.2687
H 2.2325 1.5128 6.8465
H 1.7389 2.9812 4.8295
H 0.3613 2.4368 2.5259
H -0.8406 -0.1817 5.6512
H -2.3384 -0.0864 3.4528
H -1.1177 -0.1922 2.1238
H -2.0911 1.2808 2.3343
C 3.8965 -0.3783 0.4667
C 4.0685 0.4286 1.7470
N 3.6064 -0.2289 2.9707
C 2.3632 -0.8124 3.0869
C 2.3434 -1.4016 4.2832
N 3.5046 -1.1349 4.9488
C 4.2742 -0.3941 4.1480
C 3.8346 -1.6295 6.2853
H 2.8743 -0.7350 0.3217
H 4.5078 -1.2830 0.4362
H 4.1334 0.2127 -0.4153
H 3.5683 1.3971 1.7466
H 5.1105 0.7484 1.8030
H 1.6201 -0.7034 2.3046
H 1.5363 -1.9362 4.7531
H 5.2604 -0.0013 4.3380
H 3.1335 -2.4040 6.5804
H 3.8722 -0.8253 7.0172
H 4.8290 -2.0739 6.2483
C -0.6039 -3.6377 0.3220
C -0.5759 -4.6441 1.5100
C 0.4199 -4.2283 2.5844
N 0.7076 -5.3538 3.5389
C -0.5577 -5.7445 4.2953
C 1.4119 -6.6048 2.9181
C 2.1211 -7.2810 4.1077
C 2.2695 -6.2437 5.1731
C 1.8313 -4.9318 4.5062
H -1.1044 -2.7219 0.6448
H -1.1917 -4.0814 -0.4782
H 0.3689 -3.3185 -0.0491
H -0.3257 -5.6074 1.0607
H -1.6082 -4.7584 1.8396
H 0.0721 -3.4341 3.2480
H 1.3760 -3.9041 2.1725
H -1.0324 -6.4860 3.6571
H -1.2426 -4.9170 4.4645
H -0.3055 -6.1968 5.2499
H 0.6553 -7.1584 2.3631
H 2.0326 -6.2080 2.1139
H 1.8167 -8.3029 4.3221
H 3.0973 -7.4947 3.6564
H 1.6083 -6.3371 6.0392
H 3.2202 -6.0482 5.6696
H 1.5234 -4.1537 5.1989
H 2.6091 -4.6011 3.8158
C -0.1096 -0.6583 -6.2300
C 0.2229 -1.4055 -4.9129
C 1.1238 -2.5761 -5.1605
N 1.1406 -3.5815 -3.9715
C 1.5641 -2.8024 -2.7463
C 2.1480 -4.6946 -4.2397
C 1.5114 -6.0070 -3.7662
C 0.1882 -5.5954 -3.1182
C -0.1983 -4.3116 -3.8689
H -0.9452 0.0178 -6.0880
H -0.4090 -1.4399 -6.9340
H 0.7526 -0.1806 -6.6891
H -0.7615 -1.6639 -4.5115
H 0.6815 -0.7135 -4.2061
H 2.1647 -2.2575 -5.2225
H 0.8840 -3.1930 -6.0255
H 2.3507 -2.0859 -2.9668
H 1.9419 -3.3826 -1.9038
H 0.6516 -2.3292 -2.3870
H 3.0571 -4.5224 -3.6731
H 2.2973 -4.7587 -5.3146
H 2.1993 -6.4934 -3.0744
H 1.4145 -6.7300 -4.5739
H 0.3153 -5.3655 -2.0558
H -0.5905 -6.3570 -3.0913
H -0.9293 -3.6990 -3.3438
H -0.5642 -4.4482 -4.8847
C -4.8530 4.1784 0.2301
C -4.5820 4.6582 -1.2248
C -3.0861 4.6677 -1.4391
N -2.6718 5.3173 -2.7578
C -2.8680 4.2839 -3.8316
C -1.1607 5.7320 -2.7559
C -1.0134 6.9055 -3.7791
C -2.4401 7.2704 -4.1690
C -3.3074 6.6660 -3.0810
H -4.2487 4.7349 0.9492
H -4.5667 3.1332 0.4013
H -5.8965 4.2025 0.5382
H -4.9876 5.6688 -1.2124
H -5.2030 4.0332 -1.8642
H -2.5261 3.7451 -1.3071
H -2.6957 5.4179 -0.7468
H -2.2189 3.4589 -3.5518
H -2.5797 4.6647 -4.8182
H -3.9296 4.0608 -3.9240
H -0.6977 4.8201 -3.1230
H -0.8603 6.0282 -1.7532
H -0.5689 6.3953 -4.6371
H -0.4563 7.7537 -3.3960
H -2.7159 6.7817 -5.1027
H -2.5721 8.3473 -4.2299
H -4.3494 6.4793 -3.3327
H -3.2386 7.2376 -2.1530
C 0.1935 2.7811 -6.1448
C 0.1529 4.2447 -6.5395
O -0.9712 4.8362 -6.5387
O 1.2509 4.7970 -6.7221
H 0.7768 2.2909 -6.9330
H -0.7723 2.2788 -6.2158
H 0.7713 2.6467 -5.2275


2.
C2H3ClN2 | ωB97M-V with the def2-TZVPD basis set

The calculation puts the lowest unoccupied orbital energy at -0.6 eV. As for the net charge: 0. The calculated total energy is -647.62294 Ha. For the orbital gap, the calculation gives 8.511 eV. For the HOMO energy, the calculation gives -9.08 eV. For the relative energy (zero: lowest compared OMol25 entry of this formula, charge and spin), the calculation gives 259.6 kJ/mol.

Cartesian coordinates (Å):
C -0.4011 0.7689 -0.3525
C 0.9765 0.3044 -0.4623
N -2.3682 -1.6328 1.1373
N -1.7655 -1.9860 0.2937
Cl -0.4680 2.1170 0.7700
H 1.3627 0.3096 -1.4867
H 0.9936 -0.8155 -0.1317
H 1.6700 0.9344 0.2321


3.
C3H24N6O9 | ωB97M-V with the def2-TZVPD basis set

The calculation puts the lowest unoccupied orbital energy at 0.1 eV. As for the net charge: 0. Its structure (SMILES) is NC(N)=O.NC(N)=O.NC(N)=O.O.O.O.O.O.O. The calculated total energy is -1134.40099 Ha. For the orbital gap, the calculation gives 9.676 eV. For the HOMO energy, the calculation gives -9.60 eV. For the relative energy (zero: lowest compared OMol25 entry of this formula, charge and spin), the calculation gives 377.9 kJ/mol.

Cartesian coordinates (Å):
N 15.7457 -7.0276 12.9694
C 15.3914 -7.8329 11.9720
N 14.1130 -7.9350 11.9066
O 16.1213 -8.3040 11.1282
H 14.9006 -6.8159 13.4803
H 16.6064 -7.3543 13.3848
H 13.4584 -7.4694 12.5189
H 13.7781 -8.4057 11.0781
N 15.2608 -14.8946 7.3206
C 15.4271 -14.0544 8.2266
N 15.9421 -13.0443 7.6527
O 14.9988 -14.1201 9.3458
H 14.8360 -15.7846 7.5387
H 15.8089 -14.8951 6.4724
H 16.4723 -13.1001 6.7949
H 15.9986 -12.2672 8.2954
N 12.7402 -12.7504 16.2669
C 13.6526 -12.9039 15.3718
N 13.2057 -12.7733 14.1668
O 14.8791 -13.0109 15.5790
H 13.0586 -12.7370 17.2253
H 11.7628 -12.7628 16.0130
H 13.7774 -12.7201 13.3359
H 12.2176 -12.6605 13.9907
O 18.1334 -12.9637 12.3720
H 17.5547 -13.6242 11.9911
H 17.7022 -12.7087 13.1877
O 10.8847 -7.7727 15.3336
H 10.1870 -8.3855 15.1014
H 10.5091 -7.2342 16.0301
O 8.3977 -14.5443 16.0669
H 8.6961 -15.3975 16.3821
H 8.2831 -14.0219 16.8607
O 19.0195 -11.8774 18.2334
H 19.1532 -12.1416 19.1437
H 18.2462 -12.3666 17.9527
O 13.6172 -18.1138 11.4572
H 12.9429 -18.2342 10.7885
H 14.1077 -17.3446 11.1676
O 9.9106 -12.7474 10.7460
H 9.8130 -13.6811 10.9328
H 10.7428 -12.6820 10.2777